Entry 1:
C10H20Cl2O2 | ωB97M-V with the def2-TZVPD basis set

Last column: Löwdin charge in e.
Positions of all 34 atoms, in Å:
O 1.9778 -2.0813 0.4250  -0.186
H 1.1053 -0.7191 3.3204  0.107
H -1.9621 -0.5756 -0.2782  0.083
Cl 1.8790 1.4843 -0.5492  0.612
H 0.1182 0.0756 -1.2423  0.056
H 2.5213 0.2209 1.6953  0.052
C 2.8970 -0.7435 2.0370  -0.199
C 1.2866 0.2459 -2.9860  -0.663
H -1.8647 0.9498 1.5376  0.104
C -2.6093 1.2180 0.7882  -0.149
C 0.6938 0.8690 -1.7191  -0.673
H 0.1615 1.7514 -2.0743  0.051
H 1.9920 0.9834 -3.3688  0.062
H 1.9239 -2.1694 3.3686  0.104
H -3.5149 1.4890 1.3308  0.108
C 3.2746 -1.7029 0.9122  -0.195
C -2.8580 0.0234 -0.1153  -0.175
H 0.1440 -1.2468 1.0432  0.090
H -1.3279 2.5619 -0.4659  0.093
H 1.6882 -0.7635 -2.8960  0.077
H -2.6095 0.2051 -2.2668  0.098
H -3.6455 -0.6287 0.2624  0.112
Cl 0.0350 0.1975 -4.2088  0.588
C -2.3670 2.4100 -0.1740  -0.195
H 3.8185 -1.2011 0.1119  0.108
C 1.6751 -1.3763 2.6634  -0.176
H 0.4695 -2.9064 1.6692  0.110
H -2.7675 3.3082 0.2959  0.118
C 0.8966 -1.9315 1.4342  -0.131
H 3.8247 -2.6040 1.1832  0.115
H -4.2617 0.4291 -1.6536  0.116
O -3.1019 2.0369 -1.3087  -0.134
C -3.2081 0.6331 -1.4626  -0.202
H 3.7153 -0.4428 2.6913  0.113

## Properties
Kohn-Sham gap = 10.42 eV
LUMO = 0.767 eV
Energy relative to the best compared isomer or geometry (same formula, charge and spin) = 19.7 kJ/mol
Electronic energy = -1463.83047 Ha
HOMO = -9.650 eV
SMILES = C1CCOC1.C1CCOC1.ClCCCl
Charge = 0

***

Entry 2:
C10H20Cl2O9 | ωB97M-V with the def2-TZVPD basis set

Last column: Löwdin charge in e.
Positions of all 41 atoms, in Å:
O -2.4846 -4.7722 -0.7598  0.003
H -0.4698 2.7387 -1.7686  0.019
C -1.5264 -3.0992 -3.6574  -0.033
O 0.7359 2.7450 2.3804  0.130
C 0.0230 3.2434 1.5527  -0.634
H -2.4887 1.2502 1.1872  0.098
H 0.0020 -2.6063 -0.1104  0.084
C -2.9822 -4.4881 0.5523  -0.032
H 1.3646 6.0395 0.7216  0.093
O -2.5083 -2.5685 -1.2058  0.113
H -2.3139 -2.9465 -4.3945  0.099
Cl 0.9328 3.2507 -3.5828  0.512
H -1.7258 1.6543 2.7873  0.102
C 2.1102 -0.4050 0.9347  -0.627
H 2.2768 4.5291 0.9713  0.096
O 2.7799 -0.4089 2.0720  0.011
H 4.0883 0.4697 3.3606  0.094
H 1.1801 2.0583 -1.5548  0.006
C 3.7545 0.5906 2.3356  -0.030
O 2.1019 0.4642 0.0979  0.111
O 0.1876 4.4101 0.9434  0.002
H 4.6315 0.3693 1.7150  0.101
O 1.4288 -1.5381 0.8744  0.011
H -3.0879 -5.4497 1.0354  0.094
C -2.3139 -3.7022 -1.5383  -0.629
H -1.3787 -2.1420 -3.1548  0.062
O -1.9092 -4.1156 -2.7382  0.014
H -0.5973 -3.3953 -4.1332  0.096
C -1.5843 1.5255 1.7135  -0.026
H 1.1569 -1.7037 -1.1635  0.094
H -0.8408 0.7318 1.6001  0.086
H 3.4008 1.5990 2.1419  0.085
C 0.3652 2.2409 -2.2454  -1.021
O -1.1363 2.7445 1.1437  -0.005
H -3.9130 -3.9267 0.5006  0.097
C 0.5676 -1.6902 -0.2513  -0.050
H -2.2661 -3.8616 1.0894  0.093
Cl -0.2226 0.6665 -2.7926  0.543
C 1.4014 5.1042 1.2663  -0.025
H 1.4360 5.2875 2.3403  0.098
H -0.1763 -0.8936 -0.2663  0.066

## Properties
Kohn-Sham gap = 11.37 eV
LUMO = 0.674 eV
Electronic energy = -1990.59416 Ha
HOMO = -10.696 eV
SMILES = COC(=O)OC.COC(=O)OC.COC(=O)OC.ClCCl
Charge = 0

***

Entry 3:
C10H20GdN2PS | ωB97M-V with the def2-TZVPD basis set

Last column: Löwdin charge in e.
Positions of all 35 atoms, in Å:
H 2.9295 0.0469 1.2851  0.088
C -1.0176 0.8607 -3.3864  -0.185
H -0.6274 -1.3476 -2.9543  0.038
H -3.2113 1.7000 2.2286  0.091
C -0.3943 0.1267 1.5001  -0.683
H 1.9305 -1.4363 1.2650  -0.032
H 0.6081 2.4979 1.8104  0.110
H 1.2512 -5.0812 -2.7888  -0.121
N -1.3147 0.8759 2.1626  -0.216
H 1.2904 1.7867 3.2953  0.082
H -3.2080 -0.0206 1.7296  0.079
H -0.8016 1.9669 3.9092  0.078
H -2.6548 1.2520 0.5925  0.095
P 0.2901 -4.5756 -1.8216  0.534
H 1.8700 -0.1089 -0.1224  0.034
C -1.1871 0.9849 3.6285  -0.046
C -0.2645 -0.3076 -3.0059  -0.262
C 1.2915 1.7294 2.1979  -0.045
Gd 1.2411 -2.3425 -0.5251  0.681
H -2.0870 0.8534 -3.5646  0.059
H 2.1039 2.0892 -3.0030  0.053
N 0.9126 0.4028 1.7337  -0.173
C 1.1153 0.0964 -2.8267  -0.291
C 1.2026 1.5057 -3.1083  -0.195
H -0.4110 3.0163 -3.5360  0.058
C 1.9693 -0.3362 0.9643  -0.207
H 0.1806 -5.7602 -1.0021  -0.118
S -0.8844 -1.1191 0.3888  0.562
H 2.2983 1.9540 1.8461  0.091
H -0.9042 -4.7247 -2.6056  -0.111
H -0.5267 0.2073 4.0425  0.103
C -0.1264 1.9860 -3.3598  -0.183
H 1.9948 -0.5959 -2.6933  0.031
C -2.6801 0.9394 1.6459  -0.090
H -2.1788 0.8776 4.0777  0.091

## Properties
Kohn-Sham gap (alpha / beta) = 4.76 / 5.82 eV
LUMO (alpha / beta) = -0.616 / 0.158 eV
Multiplicity = 8
Electronic energy = -2007.49758 Ha
HOMO (alpha / beta) = -5.372 / -5.662 eV
Charge = 0

***

Entry 4:
C10H20N2O | ωB97M-V with the def2-TZVPD basis set

Last column: Löwdin charge in e.
Positions of all 33 atoms, in Å:
H 3.1313 1.9512 0.1016  0.117
C -1.6050 -1.6950 0.4031  -0.163
C 0.9949 1.9440 -1.0368  -0.210
H 0.1699 -2.1777 1.9727  0.163
H -1.6134 -1.2543 1.5259  0.126
N -0.1122 -1.8543 -1.3324  -0.059
C 1.8952 -0.6453 1.1535  -0.218
H -3.3159 1.4613 -0.2460  0.078
H 1.3234 0.1533 1.8944  0.121
H -1.2139 2.4825 0.7398  0.105
H 2.8356 -1.2507 1.6235  0.146
C -2.6251 0.8748 0.2942  -0.164
C -0.4792 1.3003 -0.9050  -0.200
H -3.1701 -1.2849 -1.0393  0.118
H 3.4086 -0.0535 -0.3981  0.125
H -0.8325 1.0425 1.4078  0.094
C -1.2559 1.4343 0.4688  -0.237
C 2.0918 1.5744 -0.0747  -0.280
H -2.4021 -2.6203 0.4961  0.148
C -2.2735 -0.5246 -0.6366  -0.144
C 0.8895 -1.7882 0.9948  -0.182
C 2.2619 0.0969 -0.1909  -0.284
H 0.9464 3.2191 -1.1589  0.161
N -0.2158 -1.6972 -0.0465  -0.196
H 1.5655 -2.8428 0.8954  0.155
H 1.6261 1.5480 1.1468  0.139
H -3.2078 0.7422 1.1447  0.074
H 1.4006 1.2392 -1.9722  0.150
H -0.6284 0.2726 -1.3656  0.025
O 1.0405 -2.3107 -1.6573  -0.102
H 2.0358 -0.8363 -0.9302  0.126
H -1.5791 -0.5341 -1.7407  0.142
H -1.0870 2.0333 -1.5321  0.127

## Properties
Kohn-Sham gap = 9.63 eV
LUMO = 0.359 eV
Energy relative to the best compared isomer or geometry (same formula, charge and spin) = 1196.2 kJ/mol
Electronic energy = -577.33840 Ha
HOMO = -9.270 eV
SMILES = O=NN1CCCCCCCCCC1
Charge = 0

***

Entry 5:
C10H20N2PSY | ωB97M-V with the def2-TZVPD basis set

Last column: Löwdin charge in e.
Positions of all 35 atoms, in Å:
N 0.9235 1.2649 1.8468  -0.023
H 0.2686 3.5337 3.5514  0.078
H -1.0436 0.9475 2.5182  0.107
H -0.6605 -2.0186 4.6056  0.077
C -0.3567 1.7973 2.4011  -0.234
H 0.0782 -1.6688 0.8426  0.066
H -0.1673 -3.5711 -2.7232  -0.104
H 1.5197 2.0069 1.4739  0.129
C -0.6553 -0.2765 -4.8807  -0.391
H 1.8670 2.1697 -2.8806  -0.005
H -1.7068 1.5997 -5.2590  0.075
C 0.3511 -0.9354 -4.2279  -0.254
P -0.0493 -2.5870 -1.6972  0.642
C 1.0626 1.5774 -3.2980  -0.258
H -0.9239 -3.2190 -0.7562  -0.147
H 0.7182 -1.9422 -4.4638  -0.011
H -1.0349 2.5883 4.2695  0.077
C -0.8559 1.1320 -4.7591  -0.289
H 1.1715 -3.0722 -1.1398  -0.110
C -0.7744 -2.0283 3.5143  -0.091
N 0.1455 -0.8812 1.4963  -0.010
H -0.7827 -3.0812 3.1991  0.075
C 0.8147 0.2022 1.0041  -0.807
H -0.0636 3.0945 -4.3404  0.084
H -1.7386 -1.5693 3.2564  0.075
H 0.6707 -0.3931 3.4715  0.100
H -0.7916 2.5146 1.6811  0.125
C 0.4121 -1.2944 2.9035  -0.225
C -0.0959 2.5098 3.7092  -0.095
H 0.6274 1.9665 4.3309  0.076
S 1.5374 0.2186 -0.5471  0.636
Y -0.4254 0.1922 -2.4337  0.788
H 1.2838 -1.9762 2.9329  0.128
H -1.4184 -0.8191 -5.4677  0.083
C 0.0929 2.0179 -4.1338  -0.369

## Properties
Kohn-Sham gap = 5.19 eV
LUMO = -0.299 eV
Energy relative to the best compared isomer or geometry (same formula, charge and spin) = 0.0 kJ/mol
Electronic energy = -1280.20732 Ha
HOMO = -5.491 eV
Charge = 0

***

Entry 6:
C10H20NO16Tl | ωB97M-V with the def2-TZVPD basis set

Last column: Löwdin charge in e.
Positions of all 48 atoms, in Å:
H 1.6670 -0.5187 -5.7473  0.096
O 1.0818 -2.7978 -2.2805  0.014
C -1.2011 -2.8165 0.6298  -0.602
H -1.3975 -2.7834 -1.9482  0.079
H 0.5261 -4.5308 -3.0681  0.092
O 2.2761 4.0802 2.1093  0.038
O 2.6604 -0.7693 2.1460  0.037
H -3.1305 -0.7016 -1.5773  -0.042
H -0.5626 -1.6013 2.9264  0.087
H 2.1342 -4.5707 -2.4086  0.099
O 0.5777 3.5153 0.7566  0.036
O -1.0632 -3.2953 1.8461  0.015
H -1.4112 5.6251 3.1662  0.100
O -2.8831 0.2341 -1.5932  -0.232
H 0.8188 -2.7492 2.4919  0.095
C 3.1969 3.2907 1.3843  -0.035
O -1.8101 -3.7557 -0.0974  0.025
O -2.2135 1.5032 2.0008  -0.025
C -3.4368 1.8475 2.0452  -0.773
C 1.1458 -1.5826 -2.7989  -0.601
O 0.7176 0.1378 1.8223  -0.092
O -0.8357 -1.7382 0.2402  0.060
O 0.3676 4.9381 2.4880  0.034
C 1.0274 4.1476 1.6791  -0.611
H -3.2871 1.6292 3.8178  0.127
C -0.2182 -2.6196 2.7992  0.000
N 1.8929 -0.1482 1.4250  -0.565
H -1.2119 5.7111 1.4000  0.103
H 3.8798 3.8695 0.7522  0.098
H 2.7761 2.5904 0.6624  0.072
C -1.0296 5.1104 2.2931  -0.012
H 2.6201 0.2786 -4.4154  0.103
H -2.2821 -4.2996 -1.9580  0.099
O 2.2111 0.2228 0.2733  -0.064
H 0.8717 0.2458 -4.3630  0.091
C 1.7485 -0.3139 -4.6862  -0.013
C -2.1535 -3.3622 -1.4226  -0.034
H -3.0821 -2.7936 -1.3950  0.089
Tl -0.7499 1.1579 -0.3876  1.387
C 1.4633 -3.9679 -3.0162  -0.014
H -1.5366 4.1590 2.1302  0.083
O 1.8268 -1.5391 -3.9465  -0.010
O 0.7312 -0.6193 -2.2168  0.049
H 1.8574 -3.8514 -4.0183  0.094
O -4.0760 1.8952 0.9899  0.093
H -0.3132 -3.2298 3.6954  0.096
O -3.9962 2.0093 3.2647  0.131
H 3.8054 2.7573 2.1100  0.104

## Properties
Kohn-Sham gap = 3.90 eV
LUMO = -5.276 eV
Energy relative to the best compared isomer or geometry (same formula, charge and spin) = 0.0 kJ/mol
Electronic energy = -1823.80894 Ha
HOMO = -9.175 eV
Charge = 0